Formula: C5H10O
Source: the OMol25 dataset
Level of theory: ωB97M-V with the def2-TZVPD basis set

XYZ file:
```
16
Properties=species:S:1:pos:R:3:forces:R:3:lowdin_charge:R:1
C 1.605 -1.573 -0.722 1.3 5.2 2.4 -0.01
C 0.548 -1.467 0.043 -2.4 -1.0 -0.2 -0.22
C -0.254 -0.254 0.255 1.5 -1.0 4.6 -0.13
C -0.601 0.148 1.498 -2.2 0.0 -1.1 -0.11
C -1.535 1.375 1.675 1.5 -0.8 -2.5 -0.09
H 1.877 -2.500 -1.029 1.8 -2.3 -0.9 0.02
H 2.229 -0.562 -0.496 -0.8 -2.5 -2.1 0.15
H 0.020 -2.364 0.348 -0.2 -0.4 -0.2 0.10
H -0.524 0.205 -0.610 -0.8 1.9 -2.2 0.07
H -0.518 -0.541 2.346 0.6 0.4 -0.2 0.11
H -1.910 1.545 2.618 -0.2 0.3 2.5 0.02
H -2.469 1.269 1.082 0.8 0.2 -0.2 0.08
H -0.882 2.209 1.354 -1.0 0.1 0.1 0.08
O 1.124 0.945 -2.961 3.0 2.9 -2.6 0.03
H 0.329 1.379 -2.862 -2.6 2.0 0.0 0.00
H 0.962 0.185 -2.538 -0.4 -4.9 2.5 -0.07
```
Positions in Å, forces in eV/Å.

Properties
Frontier orbital gap in eV: 9.993
SMILES string: C=C/C=C/C.O
Total energy in a.u.: -271.63011
HOMO energy in eV: -9.1484
LUMO in Eh: 0.03104
Energy relative to the best compared isomer or geometry (same formula, charge and spin) in eV: 3.334
Spin multiplicity: 1